Record 1
The following is a DFT calculation (ωB97M-V with the def2-TZVPD basis set) of C39H44Br2KN2O2S as an isolated structure.

Results
**HOMO**: -3.4800 eV
**HOMO-LUMO gap**: 5.48 eV
**Energy above the lowest of the compared OMol25 structures with the same formula, charge and spin**: 21.3 kcal per mole

Geometry as ORCA input:
```
! RIJCOSX wB97M-V def2-TZVPD def2/J DEFGRID3
* xyz -1 1
K 1.5435 -1.4222 1.0285
C 3.2782 -3.0838 3.1765
C 3.8643 -2.9875 1.9026
C 4.4594 -1.7099 1.7907
C 4.2366 -1.0141 3.0035
C 3.5054 -1.8594 3.8615
H 2.7537 -3.9479 3.5663
H 3.8675 -3.7623 1.1470
H 5.0081 -1.3359 0.9359
H 4.5975 -0.0206 3.2402
H 3.2101 -1.6371 4.8816
C 0.9919 -0.0931 -6.9587
C 0.9732 1.1893 -6.1281
C 2.1593 2.0599 -6.5651
C -0.3317 1.9361 -6.4361
C 1.0732 0.8976 -4.6317
C 1.1998 -0.3831 -4.1049
C 1.2910 -0.5551 -2.7390
Br 1.4877 -2.3310 -2.0579
C 1.2548 0.4850 -1.7602
O 1.2999 0.2062 -0.5177
C 1.1441 1.8000 -2.3285
C 1.0551 1.9427 -3.7077
C 1.1174 3.0949 -1.4918
C 2.2890 3.9960 -1.9090
C -0.2038 3.8349 -1.7529
C 1.2261 2.8846 0.0232
H 0.9002 0.1543 -8.0197
H 0.1637 -0.7548 -6.6951
H 1.9232 -0.6475 -6.8232
H 2.1056 2.2836 -7.6356
H 3.1026 1.5473 -6.3644
H 2.1764 3.0074 -6.0231
H -0.4093 2.1541 -7.5062
H -0.3872 2.8824 -5.8945
H -1.1950 1.3349 -6.1417
H 1.2366 -1.2576 -4.7402
H 0.9656 2.9534 -4.0971
H 2.2590 4.2490 -2.9706
H 3.2389 3.4958 -1.7097
H 2.2675 4.9298 -1.3376
H -0.3012 4.1523 -2.7935
H -0.2694 4.7269 -1.1212
H -1.0526 3.1855 -1.5233
H 2.1510 2.3869 0.3086
H 0.4134 2.2655 0.3973
H 1.1821 3.8683 0.5067
Br -5.6726 -1.5819 -3.0912
C -4.3887 -1.1402 -1.7677
C -4.8145 -0.8481 -0.4863
C -3.8681 -0.5181 0.4806
C -2.5233 -0.4970 0.1543
C -2.1057 -0.8128 -1.1336
C -3.0419 -1.1218 -2.1058
N -1.5108 -0.1932 1.1043
C -1.6114 0.8916 1.7365
C -0.5881 1.3496 2.7310
C -0.6652 2.6449 3.2048
C 0.3446 3.1034 4.0438
C 1.3760 2.2455 4.3633
C 1.3541 0.9482 3.8544
N 0.3822 0.5055 3.0634
H -5.8671 -0.8721 -0.2403
H -4.1759 -0.3005 1.4967
H -1.0439 -0.8061 -1.3616
H -2.7234 -1.3487 -3.1139
H -2.4412 1.5878 1.5547
H -1.4803 3.2892 2.8986
H 0.3285 4.1186 4.4199
H 2.1999 2.5585 4.9908
H 2.1471 0.2369 4.0631
C -2.8506 -1.4668 6.5505
C -2.3901 -1.9860 5.2134
C -3.3175 -2.3766 4.2454
C -2.9006 -2.8555 3.0155
C -1.5404 -2.9602 2.7558
C -0.5953 -2.5841 3.6956
C -1.0366 -2.0970 4.9209
S -0.9431 -3.4378 1.1432
C -1.5770 -5.1074 1.1373
O 0.5444 -3.5538 1.2754
H -3.7659 -0.8807 6.4554
H -2.0909 -0.8355 7.0114
H -3.0579 -2.2876 7.2412
H -4.3787 -2.2898 4.4542
H -3.6316 -3.1219 2.2600
H 0.4653 -2.6442 3.4681
H -0.3013 -1.7777 5.6510
H -1.2503 -5.6133 2.0450
H -1.1506 -5.5776 0.2520
H -2.6643 -5.0872 1.0650
*
```

Results of the Mulliken charge analysis, in e, for atoms 1 through 6: atom 1 (K): 0.93, atom 2 (C): -0.33, atom 3 (C): -0.77, atom 4 (C): -0.69, atom 5 (C): -0.53, atom 6 (C): -0.59



Record 2
The following is a DFT calculation (ωB97M-V with the def2-TZVPD basis set) of a 2-piece molecular cluster, C12H22IN2O9S overall.

Results
**HOMO**: -1.9659 eV
**HOMO-LUMO gap**: 3.73 eV

Geometry as ORCA input:
```
! RIJCOSX wB97M-V def2-TZVPD def2/J DEFGRID3
* xyz -1 1
N 1.6614 2.4786 -1.6440
C 1.1441 2.5478 -0.2190
C 0.5246 1.1542 0.2519
C -0.9111 1.1389 -0.4810
C -2.0971 0.4551 0.3279
C -3.5421 0.7370 -0.3468
S -4.1551 -0.6929 -1.3430
O -2.9502 -1.3554 -1.9486
O -4.9323 -1.6548 -0.4975
O -5.0967 -0.1141 -2.6031
O 0.3132 1.3761 1.6904
C 0.4687 0.1557 2.4609
O 0.3871 0.0427 3.6884
O 0.7869 -0.7935 1.4450
C 1.4264 -0.1557 0.2816
C 2.9463 -0.0814 0.7689
C 3.9451 0.7493 -0.1607
C 4.0620 0.2553 -1.6725
I 4.7228 -1.8465 -1.8280
C 1.2233 -1.2922 -0.8302
O -0.1061 -1.8480 -0.8881
N -0.1836 -3.0747 -0.2805
O -0.8035 -3.7802 -1.0094
H 1.1052 3.1578 -2.1925
H 1.3256 1.5649 -2.0048
H 0.4009 3.4130 -0.1677
H 1.9960 2.8066 0.4857
H -1.2633 2.1982 -0.7454
H -0.8236 0.5713 -1.4797
H -2.1888 0.8060 1.4139
H -1.9485 -0.6755 0.3907
H -4.2908 0.9435 0.4971
H -3.4428 1.6968 -0.9501
H -4.4941 0.0975 -3.3492
H 3.0843 0.2971 1.8316
H 3.3330 -1.1636 0.7722
H 3.7648 1.8688 -0.1842
H 4.9928 0.6133 0.2963
H 4.9147 0.8533 -2.1526
H 3.1470 0.4685 -2.3108
H 1.5616 -0.9760 -1.8752
H 1.9243 -2.1498 -0.5258
C -2.4070 -2.1256 3.4190
O -3.0797 -0.9775 3.4943
H -2.7269 -2.8580 2.6410
H -1.3143 -2.0574 3.2080
H -2.4045 -2.7742 4.3255
*
```

Results of the Mulliken charge analysis, in e, for atoms 1 through 6: atom 1 (N): -0.52, atom 2 (C): -1.41, atom 3 (C): 1.14, atom 4 (C): -0.78, atom 5 (C): -0.17, atom 6 (C): -0.86



Record 3
The following is a DFT calculation (ωB97M-V with the def2-TZVPD basis set) of C3H7N2OS as an isolated structure.

Results
**HOMO (spin up / spin down)**: -13.2124 / -12.9091 eV
**HOMO-LUMO gap (spin up / spin down)**: 6.87 / 6.52 eV
**Energy above the lowest of the compared OMol25 structures with the same formula, charge and spin**: 180.6 kcal per mole

Geometry as ORCA input:
```
! RIJCOSX wB97M-V def2-TZVPD def2/J DEFGRID3
* xyz 1 1
C -1.4001 0.7915 0.5455
C -0.0802 1.1354 0.3487
C 0.9699 0.3577 1.0565
N -1.3522 -1.2419 -1.8621
N 1.1172 -0.9995 0.4037
O 2.0952 -0.9679 -0.4888
S -0.9377 -1.2320 -0.4500
H -2.1455 1.2938 -0.0529
H -1.8447 0.6213 1.5600
H 0.1308 1.8330 -0.3698
H 0.6370 0.0820 1.9878
H 1.9581 0.8328 1.0755
H 2.1873 -1.8469 -0.9775
H -1.3352 -0.6593 -2.7767
*
```

Results of the Mulliken charge analysis, in e, for atoms 1 through 6: atom 1 (C): -0.79, atom 2 (C): -0.01, atom 3 (C): -0.38, atom 4 (N): -0.31, atom 5 (N): -0.18, atom 6 (O): -0.32



Record 4
The following is a DFT calculation (ωB97M-V with the def2-TZVPD basis set) of a 12-piece molecular cluster, C67H168N12O19 overall.

Results
**HOMO**: -7.9215 eV
**HOMO-LUMO gap**: 8.05 eV
**Structure (SMILES)**: CC1(C)CCCC(C)(C)N1O.COC[C@H](C)N.COC[C@H](C)N.COC[C@H](C)N.COC[C@H](C)N.COCCNCCOC.COCCNCCOC.COCCNCCOC.COCCNCCOC.COCCNCCOC.COCCNCCOC.COCCNCCOC

Geometry as ORCA input:
```
! RIJCOSX wB97M-V def2-TZVPD def2/J DEFGRID3
* xyz 0 1
C 3.0983 -4.7106 0.2658
C 2.7564 -5.5722 -1.0079
C 1.6022 -4.9663 -1.9281
O 0.4658 -5.3539 -1.2613
C -0.6372 -4.3902 -1.1910
N 3.8916 -5.6736 -1.9380
H 4.1070 -4.9187 0.6226
H 2.3606 -4.7814 1.0651
H 3.0957 -3.6412 0.0546
H 2.2897 -6.5216 -0.7452
H 1.6132 -5.4327 -2.9132
H 1.8120 -3.9030 -2.0440
H -1.6276 -4.8447 -1.1650
H -0.6797 -3.7635 -2.0818
H -0.4183 -3.6698 -0.4027
H 4.7264 -5.9693 -1.4524
H 3.6430 -6.3730 -2.6229
C -8.9773 -4.0059 -0.1790
C -8.0874 -3.4160 1.0766
C -8.9276 -2.5316 2.0055
O -10.2255 -3.2470 2.0333
C -11.3009 -2.3725 2.1049
N -7.5075 -4.5694 1.6519
H -9.5848 -3.1591 -0.4985
H -9.7898 -4.6810 0.0895
H -8.5259 -4.3659 -1.1035
H -7.2728 -2.8625 0.6095
H -8.8682 -1.4845 1.7084
H -8.6080 -2.5979 3.0455
H -12.1791 -2.8140 1.6337
H -11.1116 -1.3446 1.7956
H -11.6599 -2.2771 3.1297
H -6.6811 -4.3994 2.2071
H -8.2515 -5.0830 2.1022
C 0.2854 3.2442 -4.5705
C -0.4857 4.5498 -4.6056
C -1.2738 4.7392 -3.2320
O -1.7179 6.1802 -3.1780
C -2.9527 6.2276 -2.4395
N 0.5628 5.5782 -4.7107
H 0.9288 3.2263 -3.6908
H 0.9713 2.9784 -5.3749
H -0.4529 2.4424 -4.5755
H -1.2226 4.6717 -5.3995
H -0.6840 4.5963 -2.3266
H -2.0469 3.9753 -3.1492
H -2.8413 5.7379 -1.4721
H -3.8132 5.8835 -3.0135
H -3.1452 7.2875 -2.2736
H 1.4080 5.4464 -4.1737
H 0.1787 6.4245 -4.3153
C -3.2233 -3.2247 1.8220
C -3.1159 -3.9659 3.2040
C -4.4259 -4.7615 3.4771
O -5.4904 -3.7900 3.4216
C -5.6337 -3.0760 4.6304
N -2.1291 -4.9843 2.9245
H -3.9018 -2.3727 1.8648
H -3.4990 -3.9343 1.0420
H -2.2838 -2.8213 1.4441
H -2.7986 -3.4383 4.1035
H -4.5027 -5.4252 4.3383
H -4.7631 -5.3049 2.5944
H -5.8965 -3.5876 5.5563
H -6.4164 -2.3242 4.5292
H -4.6311 -2.6689 4.7614
H -2.3231 -5.3879 2.0192
H -1.2082 -4.5764 2.8496
C -5.9298 4.8764 -5.7172
O -6.6187 3.6660 -5.9546
C -5.7818 2.5686 -5.7514
C -4.8606 2.2695 -6.9769
N -3.4639 2.4724 -6.6316
C -2.5322 2.2593 -7.7167
C -2.2507 0.7762 -7.8038
O -3.4841 0.0478 -8.0470
C -3.5247 -1.3369 -7.7708
H -5.6159 4.9019 -4.6737
H -6.6413 5.7015 -5.6844
H -5.2551 5.0775 -6.5494
H -6.4324 1.6941 -5.7518
H -5.1974 2.6522 -4.8351
H -5.0214 3.0667 -7.7026
H -5.1492 1.2662 -7.2905
H -3.3128 3.3470 -6.1497
H -1.5769 2.7276 -7.4799
H -2.7238 2.7325 -8.6797
H -1.8335 0.4092 -6.8661
H -1.5331 0.5077 -8.5791
H -3.6029 -1.5573 -6.7062
H -2.6221 -1.8957 -8.0181
H -4.2080 -1.9320 -8.3767
C 3.0127 2.9968 -1.1870
O 3.1790 3.5867 0.1129
C 3.7507 2.7645 1.1361
C 3.4019 3.5389 2.4265
N 4.0878 4.8142 2.8884
C 4.0174 5.9325 1.9561
C 4.0529 7.3310 2.5074
O 2.7834 7.4770 2.9874
C 2.4437 8.5538 3.8932
H 2.6467 3.7442 -1.8910
H 2.3592 2.1249 -1.2157
H 4.0161 2.9074 -1.6034
H 4.8285 2.7387 0.9756
H 3.3821 1.7390 1.1596
H 3.6887 2.6992 3.0596
H 2.3333 3.6368 2.6176
H 3.9039 4.9890 3.8660
H 3.0673 5.6826 1.4839
H 4.7377 5.7915 1.1502
H 4.1988 8.0426 1.6948
H 4.7483 7.5349 3.3217
H 2.9447 8.5657 4.8612
H 1.3735 8.4939 4.0910
H 2.7520 9.4677 3.3854
C -0.6553 -1.0039 6.8381
O -0.0460 -2.0893 7.5734
C 1.2928 -2.4106 7.0006
C 2.2911 -1.2204 6.8688
N 2.4554 -0.6738 8.1682
C 2.7201 0.7336 8.2620
C 3.0324 1.1040 9.6733
O 3.4861 2.3895 9.8077
C 4.9627 2.5806 9.5983
H -1.5545 -0.6396 7.3348
H -1.1001 -1.1746 5.8577
H -0.0967 -0.0689 6.7957
H 1.2792 -2.7902 5.9790
H 1.6339 -3.1910 7.6808
H 1.8568 -0.5224 6.1530
H 3.2228 -1.5038 6.3793
H 1.5957 -0.8272 8.6756
H 1.9230 1.2039 7.6863
H 3.6027 0.9760 7.6701
H 3.8018 0.5112 10.1681
H 2.1547 1.1270 10.3192
H 5.7123 1.9516 10.0784
H 5.2667 3.5463 10.0024
H 5.1368 2.6058 8.5225
C -8.5113 1.0980 -0.0120
O -7.4635 1.2045 1.0248
C -6.9872 2.5535 1.2490
C -5.4693 2.5775 1.6100
N -4.4868 2.6708 0.4357
C -3.1287 2.7990 0.7848
C -2.7459 4.1494 1.4376
O -1.5463 4.0261 2.2320
C -0.6687 5.0799 2.1099
H -9.1432 0.2616 0.2869
H -8.0280 0.9528 -0.9781
H -9.1596 1.9742 -0.0222
H -7.5115 3.0760 2.0491
H -6.9899 3.1808 0.3576
H -5.1083 1.8625 2.3493
H -5.4098 3.4589 2.2484
H -4.4876 1.8902 -0.2052
H -2.5740 2.7254 -0.1507
H -2.9192 1.9677 1.4579
H -3.4867 4.4744 2.1682
H -2.8002 4.9603 0.7113
H 0.0635 4.9028 2.8977
H -0.8847 6.1175 2.3643
H -0.0677 5.0743 1.2005
C 0.6934 -4.7692 -5.9135
O -0.6423 -4.5453 -5.5973
C -1.4641 -5.5022 -6.3451
C -2.8513 -5.5400 -5.8756
N -3.5710 -4.2314 -5.7660
C -5.0306 -4.3994 -5.8064
C -5.5095 -5.0011 -4.4341
O -5.1672 -4.0883 -3.5309
C -5.0292 -4.5998 -2.2725
H 0.9561 -5.8269 -5.8951
H 1.3348 -4.1917 -5.2478
H 0.8723 -4.3239 -6.8922
H -1.0999 -6.5283 -6.2946
H -1.4376 -5.3213 -7.4197
H -2.9176 -6.0355 -4.9070
H -3.3788 -5.9484 -6.7377
H -3.4611 -3.6906 -4.9201
H -5.4596 -4.9502 -6.6434
H -5.3781 -3.3902 -6.0274
H -5.1324 -6.0005 -4.2167
H -6.5907 -5.1075 -4.5218
H -5.0453 -3.7658 -1.5707
H -4.0761 -5.1100 -2.1335
H -5.7148 -5.3593 -1.8967
C 3.6820 -0.8414 -2.0770
O 4.9064 -0.5073 -2.6305
C 6.0342 -0.5703 -1.7927
C 7.2043 -0.2824 -2.7463
N 8.4980 -0.0605 -2.1486
C 9.5994 -0.1803 -3.0738
C 11.0715 -0.2321 -2.4475
O 11.0206 -1.0314 -1.2549
C 11.0596 -0.1253 -0.1234
H 2.8880 -0.5212 -2.7517
H 3.5662 -0.3634 -1.1043
H 3.6122 -1.8625 -1.7021
H 6.0515 -1.5316 -1.2793
H 5.9866 0.2463 -1.0722
H 6.9086 0.5919 -3.3263
H 7.2093 -1.1765 -3.3697
H 8.5977 -0.7994 -1.4673
H 9.4448 0.5728 -3.8465
H 9.5778 -1.1482 -3.5747
H 11.4646 0.7726 -2.2924
H 11.7044 -0.7540 -3.1653
H 11.9134 0.5484 -0.1966
H 11.1087 -0.7439 0.7727
H 10.0903 0.3663 -0.2064
C 0.9291 -0.6696 0.5534
O 0.4556 -0.3929 -0.6594
C -0.4916 0.6798 -0.5579
C -1.1726 0.7957 -1.9760
N -2.0630 -0.3232 -2.1005
C -2.9356 -0.2420 -3.2428
C -4.0878 0.7851 -3.2446
O -4.9116 0.7907 -2.0940
C -5.3443 -0.5386 -1.6978
H 0.0839 -0.8359 1.2213
H 1.5835 0.1762 0.7642
H 1.3218 -1.6861 0.5279
H -0.0614 1.5665 -0.0924
H -1.2522 0.3724 0.1598
H -0.3576 0.7957 -2.6997
H -1.6835 1.7552 -2.0567
H -1.6085 -1.2169 -2.2221
H -3.2688 -1.2441 -3.5128
H -2.2765 -0.0325 -4.0853
H -4.6887 0.5069 -4.1104
H -3.7887 1.8160 -3.4344
H -6.2901 -0.6260 -1.1631
H -4.5550 -0.9684 -1.0811
H -5.6108 -1.0421 -2.6271
C 9.2712 0.5276 4.5274
C 8.3257 0.7824 3.4351
C 8.3828 -0.5312 2.5234
C 7.4248 -1.7618 2.9157
C 6.0721 -1.2746 3.1376
C 5.9982 -0.0837 4.2449
N 6.9387 0.9874 3.8568
O 6.7696 2.1910 4.5564
C 4.6584 0.4662 4.0587
C 6.2502 -0.6394 5.6871
C 8.7011 2.0659 2.4755
H 9.0165 1.1119 5.4116
H 9.4072 -0.5284 4.7606
H 10.2024 1.0138 4.2366
H 8.0020 -0.3205 1.5241
H 9.3781 -0.9203 2.3087
H 7.4094 -2.3390 1.9912
H 7.9052 -2.1811 3.7997
H 5.4131 -2.1203 3.3342
H 5.6447 -0.9627 2.1847
H 3.8753 -0.1988 4.4228
H 4.4832 0.6875 3.0059
H 4.4563 1.4905 4.3718
H 7.2426 -1.0577 5.8555
H 5.5259 -1.4494 5.7739
H 5.9617 0.0513 6.4794
H 8.6135 2.9999 3.0305
H 9.6569 1.9215 1.9717
H 7.9855 2.0839 1.6535
H 6.0081 2.6726 4.2253
*
```

Results of the Mulliken charge analysis, in e, for atoms 1 through 6: atom 1 (C): -1.06, atom 2 (C): 0.43, atom 3 (C): -0.19, atom 4 (O): -0.46, atom 5 (C): -0.31, atom 6 (N): -0.65



Record 5
The following is a DFT calculation (ωB97M-V with the def2-TZVPD basis set) of a 2-piece molecular cluster, C3H12NOP2 overall.

Results
**HOMO (spin up / spin down)**: -10.8572 / -12.2278 eV
**HOMO-LUMO gap (spin up / spin down)**: 6.95 / 8.80 eV
**Energy above the lowest of the compared OMol25 structures with the same formula, charge and spin**: 68.6 kcal per mole

Geometry as ORCA input:
```
! RIJCOSX wB97M-V def2-TZVPD def2/J DEFGRID3
* xyz 1 1
C -0.8350 -1.0523 0.5420
C -1.6777 -0.5208 -0.5651
C 1.5017 0.2208 -0.2275
N -1.9836 0.9222 -0.3048
O 1.2098 0.2771 -1.5404
P 2.8032 -0.9038 0.3621
P 0.9418 1.6893 0.6805
H -0.4995 -2.0658 0.4251
H -1.1144 -0.7728 1.5426
H -2.6261 -1.0591 -0.6903
H -1.1335 -0.5772 -1.5143
H -1.0626 1.3935 -0.0908
H -2.5808 1.0156 0.5234
H -2.4384 1.3745 -1.1027
H 1.5863 -0.4702 -2.0309
H 2.2797 -1.0818 1.6356
H 2.2388 -2.0686 -0.1657
H 1.2917 1.2022 1.9357
H 2.0985 2.4773 0.5854
*
```

Results of the Mulliken charge analysis, in e, for atoms 1 through 6: atom 1 (C): -1.01, atom 2 (C): -0.22, atom 3 (C): 0.23, atom 4 (N): -0.11, atom 5 (O): -0.45, atom 6 (P): 0.00



Record 6
The following is a DFT calculation (ωB97M-V with the def2-TZVPD basis set) of a 2-piece molecular cluster, C7H8OS overall.

Results
**HOMO**: -8.2898 eV
**HOMO-LUMO gap**: 8.94 eV
**Structure (SMILES)**: Sc1ccccc1.C=O
**Energy above the lowest of the compared OMol25 structures with the same formula, charge and spin**: 22.3 kcal per mole

Geometry as ORCA input:
```
! RIJCOSX wB97M-V def2-TZVPD def2/J DEFGRID3
* xyz 0 1
C 1.3282 1.6130 -0.1292
C 0.6224 1.1787 -1.3202
C 0.6851 1.5035 1.0491
C -0.6524 0.7032 -1.2126
C -0.5881 1.0290 1.2393
C -1.2769 0.5952 0.0979
C -1.3442 -2.7130 0.5298
O -0.5490 -1.7903 0.5935
S -2.9732 0.0698 0.0751
H 2.3720 2.0027 -0.0203
H 1.1865 1.0660 -2.2047
H 1.0737 2.0004 1.8307
H -1.0968 0.2521 -2.0280
H -0.9679 0.9286 2.2449
H -3.4655 0.5974 -1.0696
H -1.4352 -3.3401 -0.2839
H -2.0269 -2.9435 1.2340
*
```

Results of the Mulliken charge analysis, in e, for atoms 1 through 6: atom 1 (C): -0.37, atom 2 (C): -0.54, atom 3 (C): -0.44, atom 4 (C): -0.54, atom 5 (C): -0.43, atom 6 (C): 0.48